C4H7NO2 | wB97M-V/def2-TZVPD

Structure (XYZ):
```
14
Properties=species:S:1:pos:R:3:forces:R:3
C 3.126 0.557 -0.038 1.2 1.0 0.3
C -1.574 -0.940 -0.759 0.9 -1.1 -0.9
C -1.016 0.465 -0.952 -0.5 1.8 -2.7
C -0.265 -0.517 -0.154 -2.9 1.2 1.5
N -0.143 -0.129 1.338 -0.6 -1.3 -2.3
O 3.693 0.633 -1.045 -0.6 -0.5 -0.2
O 2.697 0.620 1.042 -0.4 -0.4 -0.3
H -2.491 -1.053 -0.211 0.1 -0.1 0.6
H -1.548 -1.637 -1.626 0.2 0.7 0.6
H -0.673 0.721 -2.059 -0.6 -0.6 2.4
H -1.684 1.298 -0.515 1.7 -1.3 -0.5
H 0.151 -0.928 1.895 0.1 -0.8 0.9
H -0.914 0.456 1.837 -0.3 -0.2 -0.2
H 0.642 0.455 1.246 1.7 1.5 0.8
```
Forces are in eV/Å.

## Properties
LUMO energy (spin up / spin down) = 0.463 / -1.952 eV
energy above the lowest of the compared OMol25 structures with the same formula, charge and spin = 1.700 eV
gap between HOMO and LUMO (spin up / spin down) = 0.1423 / 0.3729 hartree
⟨S²⟩ = 2.0039
2S+1 = 3